No. 1
68
Properties=species:S:1:pos:R:3:forces:R:3:lowdin_spin:R:1 method="wB97M-V/def2-TZVPD" spin_multiplicity=5 gap_ev="5.6 / 5.6" charge=+2 e_homo_ev="-11.946 / -14.244" e_tot_ha=-2709.3485 s_squared=6.06
Pt 10.917839 12.800892 11.074640 2.72 0.12 -0.61 0.3480
N 11.015028 13.611931 6.843328 -0.39 -0.55 0.17 0.1196
C 11.270523 12.934031 7.976515 -0.67 1.65 -1.35 0.1132
S 12.340761 13.645469 9.125928 -0.86 -0.67 0.72 0.2073
N 10.625880 11.774838 8.146295 1.06 -1.27 1.18 0.4307
N 10.856047 11.233751 9.327575 -2.64 4.09 -1.51 0.7651
C 11.398068 10.033285 9.564586 1.59 -3.93 2.01 0.3973
C 11.450840 8.975941 8.517791 0.11 1.28 1.01 0.0626
C 12.638765 8.281070 8.402679 1.35 -0.93 0.25 0.0732
C 12.945101 7.484547 7.295891 0.01 -0.32 1.04 -0.0026
C 11.966134 7.221299 6.359307 0.10 1.15 0.32 0.0713
C 10.766472 7.933261 6.475100 -0.51 -0.50 -0.40 0.0019
C 10.512326 8.807644 7.513227 -1.58 0.70 -0.38 0.0422
C 12.025095 9.963477 10.895120 -0.56 0.63 -2.76 0.0602
C 12.529194 8.773368 11.450959 0.76 0.41 1.85 0.0953
C 13.323683 8.897244 12.600451 -0.94 -1.35 -0.31 0.0192
C 13.687011 10.143827 13.077528 0.72 0.29 -0.15 0.0951
C 13.223523 11.267938 12.433846 -1.34 1.25 -0.07 0.0208
N 12.254023 11.214990 11.473970 0.98 -1.16 0.06 0.1411
H 11.437662 14.501331 6.681215 0.35 0.40 0.17 0.0059
H 10.283097 13.377891 6.173602 0.38 -0.52 0.40 0.0035
H 13.322816 8.332166 9.246514 0.31 0.19 -0.60 0.0019
H 13.912122 6.995422 7.244148 -0.10 0.07 0.03 -0.0011
H 12.179240 6.568430 5.533116 -0.19 -0.16 -0.21 0.0037
H 10.013594 7.743357 5.721708 -0.15 0.19 0.06 -0.0010
H 9.554253 9.380673 7.584579 0.92 -0.71 -0.33 0.0003
H 12.274647 7.789010 11.090250 -0.15 0.13 -0.25 0.0034
H 13.640222 8.019702 13.201725 -0.21 0.51 -0.83 -0.0011
H 14.381270 10.159845 13.909452 -0.06 0.51 -0.12 0.0044
H 13.488748 12.306422 12.703627 0.00 -0.88 0.15 0.0005
C 6.965588 18.282463 9.120295 0.52 1.02 -0.19 0.0015
Si 7.107755 16.625999 9.928775 -0.79 -0.24 -1.33 0.0080
C 5.515387 16.045174 10.681030 -0.66 -0.02 1.60 0.0032
C 7.510634 15.426533 8.508602 -0.17 -1.17 -0.05 0.0062
C 8.489214 16.926207 11.210921 -0.26 0.64 -0.45 0.1062
C 8.604930 18.225849 11.758019 0.12 0.19 0.18 -0.0118
C 9.740090 18.608054 12.482334 -1.32 -1.51 -0.15 0.0982
C 10.670762 17.595036 12.713680 1.45 -1.45 0.08 0.0217
N 10.599484 16.322946 12.241289 0.10 1.46 0.35 0.0374
C 9.540811 16.046432 11.474453 0.55 -0.87 0.20 0.0517
S 9.375656 14.446966 10.717287 0.12 0.22 0.50 0.5629
H 6.340553 18.283384 8.213429 0.13 -0.15 0.37 0.0003
H 8.004606 18.580761 8.793385 -1.02 -0.04 0.34 0.0000
H 6.554357 19.055291 9.807970 0.34 -0.36 -0.54 0.0000
H 4.599800 16.218557 10.080903 0.71 -0.20 -0.03 0.0002
H 5.315154 16.625294 11.627603 0.24 -0.55 -0.73 0.0000
H 5.555894 14.968498 10.983813 -0.08 0.78 -0.30 0.0005
H 6.636994 15.338932 7.821724 0.45 0.51 0.42 0.0002
H 7.652335 14.379039 8.854305 -0.20 0.69 -0.19 0.0010
H 8.395038 15.658497 7.903125 -0.13 0.22 0.12 0.0018
H 7.800502 18.960699 11.623327 0.38 -0.43 -0.06 -0.0022
H 9.783763 19.546803 13.001467 0.28 0.35 -0.17 0.0047
H 11.582137 17.781069 13.311696 -0.68 0.01 -0.31 0.0000
N 7.516895 10.215960 14.686920 0.87 1.22 0.17 0.0000
C 8.223894 11.108248 15.521147 -1.93 -1.76 0.12 0.0000
O 7.849966 11.230618 16.672187 1.06 0.49 -0.68 0.0001
C 9.417299 11.822633 14.942044 -0.40 0.65 0.27 0.0001
C 10.148587 12.685369 15.787643 -0.14 -0.45 -0.83 0.0006
C 11.160357 13.465688 15.246281 0.06 -0.52 -0.44 0.0012
C 11.355095 13.445253 13.865743 -0.44 -0.25 0.02 0.0079
N 10.625905 12.629089 13.067862 -0.98 0.60 0.92 0.0108
C 9.662520 11.826663 13.580172 1.45 1.38 1.18 0.0022
H 6.652741 9.874690 15.124409 0.58 0.24 -0.56 0.0000
H 7.559603 10.339451 13.670932 -0.36 -0.36 0.89 0.0000
H 9.872335 12.746405 16.829308 0.05 -0.16 0.14 0.0000
H 11.823307 14.036478 15.877026 -0.15 0.33 -0.02 0.0000
H 12.030408 14.132103 13.349916 -0.11 -0.30 0.29 0.0028
H 9.112912 11.300466 12.861229 -0.64 -0.85 -0.71 0.0003

No. 2
64
Properties=species:S:1:pos:R:3:forces:R:3:nbo_charge:R:1 method="wB97M-V/def2-TZVPD" relative_energy_kj_mol=86.2 gap_ev=6.4 charge=+2 e_homo_ev=-14.142 e_tot_ha=-6136.0197
Au 0.087879 0.248116 -0.294010 -0.48 1.17 -2.35 1.0230
C -0.326237 -3.128144 1.564492 -0.06 -0.14 -0.05 -0.9469
As -0.887874 -1.961649 0.138028 0.05 -0.40 1.13 0.9677
C -0.885265 -3.118760 -1.410041 0.00 -0.02 -0.10 -0.9393
C -2.725803 -1.507104 0.451641 -0.04 -0.15 -0.04 -0.4176
C -3.483383 -2.034678 1.489313 -0.09 -0.06 -0.19 -0.1945
C -4.817102 -1.669600 1.617492 0.01 0.05 0.07 -0.1628
C -5.384601 -0.768801 0.727372 -0.01 0.02 -0.01 -0.1760
C -4.624680 -0.230565 -0.302425 0.15 0.07 0.00 -0.2251
C -3.285484 -0.586341 -0.431965 -0.12 0.04 -0.12 -0.2628
As -2.211926 0.159739 -1.882928 0.02 0.25 1.78 1.0368
C -2.840863 1.983308 -2.026619 0.16 0.12 -0.16 -0.9393
C -3.073800 -0.677370 -3.414324 0.74 -0.10 -0.43 -0.9031
H -0.879510 -4.064275 1.497180 -0.02 0.00 0.05 0.2524
H -0.481667 -2.674050 2.539842 -0.03 0.01 -0.01 0.2440
H 0.732938 -3.334099 1.418219 0.01 0.05 -0.02 0.2710
H -1.847070 -3.624278 -1.484980 -0.02 0.01 0.05 0.2513
H -0.092214 -3.853490 -1.282754 0.05 0.05 0.00 0.2725
H -0.693390 -2.546898 -2.315600 0.05 0.00 0.01 0.2366
H -3.047339 -2.742530 2.182565 -0.03 -0.02 0.00 0.2278
H -5.414578 -2.090341 2.415146 0.00 0.03 0.01 0.2428
H -6.418219 -0.471167 0.840947 -0.01 -0.04 -0.02 0.2438
H -5.072007 0.481738 -0.985311 -0.07 -0.01 0.03 0.2205
H -3.873579 1.975508 -2.372919 -0.01 -0.06 0.03 0.2519
H -2.232606 2.513380 -2.757707 0.00 -0.01 0.01 0.2595
H -2.769087 2.493658 -1.069133 0.04 -0.10 0.05 0.2626
H -4.140579 -0.694417 -3.197489 0.03 0.09 0.18 0.2638
H -2.711549 -1.688780 -3.578872 -0.03 -0.02 0.04 0.2583
H -2.879688 -0.076136 -4.300609 -0.01 -0.02 -0.03 0.2560
C 1.126541 2.905854 -3.600338 0.05 -0.13 0.13 -0.1570
C 1.947109 3.829295 -2.971795 0.01 0.09 -0.07 -0.1942
C 2.214761 3.720782 -1.618339 0.10 -0.03 0.11 -0.1586
C 1.662431 2.683572 -0.868231 0.01 0.22 -0.34 -0.0944
C 0.833590 1.770939 -1.509696 -0.57 -0.23 0.37 -0.1761
C 0.562795 1.863597 -2.866116 0.19 0.07 -0.01 -0.2643
C 1.900035 2.484045 0.552607 -0.01 -0.03 0.29 0.2409
C 2.743033 3.296962 1.330744 0.01 0.07 0.00 -0.2507
C 2.910251 3.025918 2.655729 0.05 -0.03 0.11 -0.0599
C 2.239171 1.939347 3.254710 -0.10 -0.07 -0.15 -0.1082
C 2.376214 1.607069 4.621869 0.01 0.05 0.02 -0.1425
C 1.685922 0.556607 5.150212 -0.02 -0.05 0.07 -0.1890
C 0.830766 -0.211987 4.333590 0.05 0.04 0.01 -0.1669
C 0.691635 0.073703 3.004737 0.02 0.09 -0.08 -0.1807
C 1.392074 1.155700 2.435789 0.02 -0.07 0.11 0.1536
N 1.261114 1.452867 1.102687 -0.24 -0.86 -0.27 -0.4950
H 0.919841 2.986233 -4.659342 0.01 0.01 0.00 0.2398
H 2.386261 4.638251 -3.539148 -0.02 0.01 0.00 0.2448
H 2.863325 4.446472 -1.146241 0.01 0.01 -0.04 0.2285
H -0.052907 1.133770 -3.366426 0.02 0.01 -0.10 0.2104
H 3.254199 4.129866 0.873150 -0.01 0.00 -0.01 0.2450
H 3.561614 3.639412 3.266306 0.00 0.02 -0.03 0.2455
H 3.032231 2.203928 5.242701 -0.01 0.02 -0.02 0.2383
H 1.785993 0.309640 6.197997 0.01 0.01 0.00 0.2443
H 0.282611 -1.033845 4.775199 -0.01 -0.01 -0.03 0.2329
H 0.042029 -0.502698 2.363078 -0.03 -0.01 0.09 0.1976
N 3.987211 -1.183010 -0.192586 0.05 0.06 -0.01 -0.7739
C 3.054477 -1.924288 -0.803069 0.00 -0.08 0.00 0.6763
O 1.848170 -1.768890 -0.598468 0.18 0.15 -0.11 -0.7289
C 3.555679 -2.976671 -1.753047 -0.06 -0.19 0.12 -0.6235
I 3.002406 -4.897214 -0.987360 0.07 0.08 -0.05 0.1622
H 3.708429 -0.484163 0.476738 -0.04 -0.03 0.02 0.4086
H 4.970212 -1.332132 -0.342836 -0.01 -0.02 -0.02 0.4181
H 4.633868 -2.970783 -1.872609 0.00 -0.02 -0.02 0.2426
H 3.066194 -2.880122 -2.716748 -0.01 0.05 0.01 0.2597